Formula: C5H7F4NO2S
Source: the Open Molecules 2025 dataset
Level of theory: wB97M-V/def2-TZVPD

Computed properties:
- E_tot (Eh) = -1197.46069
- Kohn-Sham gap (eV) = 8.5782
- LUMO energy (hartree) = 0.00416
- total charge = 0
- strongest force on any atom (eV/Å) = 2.667
- spin multiplicity = 1
- SMILES = CN(CCC(F)=C(F)F)S(=O)(=O)F

Structure (XYZ):
```
20
Properties=species:S:1:pos:R:3:forces:R:3
C -1.2112 1.6440 1.2996 -0.823 0.403 0.533
N -0.6768 0.7559 0.2634 1.755 0.082 -1.057
C 0.8022 0.6746 0.2678 0.618 -0.116 0.358
C 1.3999 -0.6116 -0.3784 -1.568 1.292 0.275
C 0.5353 -1.8305 -0.3736 0.604 0.330 1.733
F -0.5902 -1.9346 -1.0910 0.596 -0.138 -1.855
C 0.9266 -2.9130 0.3317 -0.503 0.497 -1.722
F 1.0340 -2.9448 1.6221 1.779 -0.019 0.944
F 1.2716 -4.0305 -0.2623 -1.155 -1.467 0.513
S -1.3394 1.1067 -1.2283 -2.595 0.476 0.391
O -2.4662 0.2842 -1.3820 -0.469 -1.583 -0.295
O -1.6469 2.4793 -1.4023 1.424 1.038 -0.044
F -0.2984 0.6897 -2.3253 0.351 0.101 0.907
H -0.5693 1.6655 2.1790 0.254 -0.298 -0.256
H -1.3463 2.6815 0.9811 0.123 -0.144 -0.171
H -2.1760 1.2687 1.6479 0.002 0.003 -0.226
H 1.2766 1.5760 -0.1473 -0.133 -0.088 -0.067
H 1.0949 0.6550 1.3190 -0.222 0.004 -0.017
H 1.6307 -0.3696 -1.4222 0.022 -0.390 0.009
H 2.3490 -0.8464 0.1011 -0.060 0.017 0.045
```
Forces are in eV/Å.


Formula: C5H7FO2
Source: the Open Molecules 2025 dataset
Level of theory: wB97M-V/def2-TZVPD

Computed properties:
- E_tot (Eh) = -445.00513
- Kohn-Sham gap (eV) = 9.4283
- LUMO energy (hartree) = 0.03526
- total charge = 0
- strongest force on any atom (eV/Å) = 3.005
- spin multiplicity = 1
- SMILES = C[C@@H](F)C1=COCO1

Structure (XYZ):
```
15
Properties=species:S:1:pos:R:3:forces:R:3
C 1.8179 0.4294 1.2124 -0.390 -0.489 -0.865
C 0.3083 -0.0341 1.3414 2.732 -0.383 -1.191
C -0.2608 -0.2092 -0.0262 -1.474 0.669 -1.095
C 0.1032 0.1380 -1.2759 0.059 -0.844 0.686
C -2.0066 -0.4936 -1.4416 0.119 2.007 0.255
H 1.9072 1.3337 0.6075 -0.254 0.138 0.151
H 2.1624 0.6588 2.2123 0.281 -0.106 0.127
H 2.5034 -0.3116 0.6823 -1.133 0.562 1.009
H 0.3750 -0.9935 1.8514 -0.570 -0.119 0.136
H 1.0221 0.4715 -1.6956 0.465 0.367 0.115
H -2.6045 -1.2962 -1.8749 0.192 0.060 0.178
H -2.5969 0.5132 -1.3683 0.820 -1.529 -0.415
O -0.8050 -0.2771 -2.2223 -0.862 0.023 0.636
O -1.5505 -0.7830 -0.1400 0.281 -0.459 0.431
F -0.3751 0.8537 2.1374 -0.267 0.104 -0.159
```
Forces are in eV/Å.


Formula: C5H7FO2
Source: the Open Molecules 2025 dataset
Level of theory: wB97M-V/def2-TZVPD

Computed properties:
- E_tot (Eh) = -444.96699
- Kohn-Sham gap (eV) = 10.5642
- LUMO energy (hartree) = 0.02149
- total charge = 0
- strongest force on any atom (eV/Å) = 3.718
- spin multiplicity = 1
- SMILES = CO[C@@H](C=O)/C=C\F

Structure (XYZ):
```
15
Properties=species:S:1:pos:R:3:forces:R:3
C 1.3875 -1.5965 -0.7358 0.551 0.226 -2.874
C -0.5208 -0.0075 -0.5668 2.298 0.964 1.470
C -1.5801 -1.0295 -0.3335 -2.599 -2.181 1.519
C 0.0103 0.4596 0.8358 0.580 1.483 -1.658
C 0.6666 1.5695 1.1813 -0.557 1.178 -0.991
H 2.2528 -1.6920 -1.4895 -1.748 -0.564 0.487
H 2.0026 -1.2290 0.0340 -0.145 0.574 1.955
H 0.8241 -2.5224 -0.5594 0.579 0.137 0.199
H -0.8668 0.9090 -1.1206 0.206 -1.113 0.285
H -1.9448 -1.6914 -1.2058 0.769 1.119 0.682
H -0.0961 -0.1523 1.6801 -0.680 -1.007 0.848
H 0.7462 1.9021 2.2270 0.544 -0.324 -0.630
O 0.5289 -0.6119 -1.3438 -0.197 0.349 -0.075
O -2.0727 -1.2900 0.7726 1.176 0.799 -2.300
F 1.0724 2.5909 0.3019 -0.777 -1.641 1.084
```
Forces are in eV/Å.


> Among the records above, which one has the lowest Kohn-Sham gap?

C5H7F4NO2S


> What is the formula in the second record?

C5H7FO2


> Look up the LUMO energy of the third one.

0.02149 hartree